Entry 1:
Computed, not measured: C3H4ClNO2S in the gas phase in a non-equilibrium geometry, with the ωB97M-V functional and the def2-TZVPD basis.

Structure (XYZ):
```
12
C3H4ClNO2S | the OMol25 dataset | the ωB97M-V functional and the def2-TZVPD basis
C 0.399 0.440 -1.140
C 1.531 0.021 -0.161
C -0.500 0.532 0.126
N 0.648 0.300 0.923
O 0.364 0.642 -2.309
O -2.860 -0.379 -0.504
S -1.594 -0.982 -0.164
Cl -1.683 -1.463 1.910
H 1.911 -0.910 -0.297
H 2.195 0.762 -0.392
H -1.118 1.346 0.274
H 0.707 -0.309 1.736
```

Properties
**Gap between HOMO and LUMO**: 8.9 eV
**Multiplicity**: 1
**Energy**: -1180.24308 a.u.
**HOMO energy**: -9.364 eV

***

Entry 2:
Computed, not measured: a molecular structure, C3H4ClO3 in a non-equilibrium geometry, with the ωB97M-V functional and the def2-TZVPD basis.

Structure (XYZ):
```
11
C3H4ClO3 | the OMol25 dataset | the ωB97M-V functional and the def2-TZVPD basis
C -0.665 -1.649 1.720
C -0.148 -0.081 -0.598
C -0.566 0.050 0.867
O -0.128 -1.601 2.792
O -1.074 -2.505 0.981
O 0.240 0.808 1.579
Cl -2.299 0.653 0.903
H -0.372 0.827 -1.209
H 0.916 -0.563 -0.500
H -0.810 -0.924 -0.913
H 0.339 0.304 2.427
```

Properties
**Gap between HOMO and LUMO**: 7.7 eV
**Multiplicity**: 1
**Energy**: -802.68797 a.u.
**Net charge**: -1
**HOMO energy**: -3.804 eV

***

Entry 3:
Computed, not measured: a molecular structure, C3H4ClO3S in a non-equilibrium geometry, with the ωB97M-V functional and the def2-TZVPD basis.

Structure (XYZ):
```
12
C3H4ClO3S | the OMol25 dataset | the ωB97M-V functional and the def2-TZVPD basis
C -3.473 0.227 -0.395
C -2.303 -0.027 -0.395
C 1.056 0.850 1.038
O 1.122 0.036 -1.686
O 2.954 -0.574 -0.244
O 0.678 -1.619 0.252
S 1.546 -0.240 -0.310
Cl 1.135 2.344 0.078
H -4.462 -0.058 -0.499
H 1.059 -1.624 1.120
H -1.338 0.097 -0.687
H 2.026 0.589 1.727
```

Properties
**Gap between HOMO and LUMO**: 7.3 eV
**Multiplicity**: 1
**Energy**: -1200.69231 a.u.
**Net charge**: -1
**HOMO energy**: -3.625 eV

***

Entry 4:
Computed, not measured: 2 unconnected molecules or ions with the total composition C3H4ClO4 in a non-equilibrium geometry, with the ωB97M-V functional and the def2-TZVPD basis.

Structure (XYZ):
```
12
C3H4ClO4 | the OMol25 dataset | the ωB97M-V functional and the def2-TZVPD basis
C -1.194 0.564 0.888
C 0.169 0.113 0.799
C -0.176 -0.520 -1.524
O -1.972 0.074 1.724
O -1.557 1.719 0.150
O 0.591 -1.025 1.494
O -0.855 0.401 -2.007
Cl -1.093 -2.154 -1.392
H 0.902 0.675 0.467
H 0.726 -0.962 -1.910
H -0.161 -1.624 1.799
H -1.352 1.282 -0.814
```

Properties
**Gap between HOMO and LUMO (alpha / beta)**: 7.0 / 7.0 eV
**Multiplicity**: 1
**Energy**: -877.86111 a.u.
**Net charge**: -1
**HOMO energy (alpha / beta)**: -3.213 / -3.215 eV

***

Entry 5:
Computed, not measured: a molecular structure, C3H4CrO3 in a non-equilibrium geometry, with the ωB97M-V functional and the def2-TZVPD basis.

Structure (XYZ):
```
11
C3H4CrO3 | the OMol25 dataset | the ωB97M-V functional and the def2-TZVPD basis
C -0.605 0.991 1.510
O -0.462 -1.717 0.659
C 0.498 -1.166 1.245
C -1.515 1.210 0.344
O 0.569 0.209 1.246
O 1.460 -1.718 1.810
H -0.198 1.954 1.869
H -2.058 2.164 0.458
H -1.139 0.538 2.363
H -2.679 -1.220 -2.193
Cr -2.025 -0.278 -0.943
```

Properties
**Gap between HOMO and LUMO (alpha / beta)**: 6.7 / 7.6 eV
**Multiplicity**: 6
**Energy**: -1386.80343 a.u.
**Net charge**: -1
**HOMO energy (alpha / beta)**: -3.886 / -4.743 eV
**Expectation value of S²**: 8.770

***

Entry 6:
Computed, not measured: a molecular structure, C3H4CsO4 in a non-equilibrium geometry, with the ωB97M-V functional and the def2-TZVPD basis.

Structure (XYZ):
```
12
C3H4CsO4 | the OMol25 dataset | the ωB97M-V functional and the def2-TZVPD basis
O -0.809 -0.657 1.284
C 0.297 -1.313 0.971
C -1.320 -0.116 0.117
O 0.971 -1.942 1.758
O 0.543 -1.181 -0.324
C -0.502 -0.460 -0.883
Cs 4.057 -4.803 3.118
H -2.317 0.308 0.155
H -0.584 -0.424 -1.969
H -0.560 3.370 -0.765
O 0.184 3.746 -1.276
H 0.040 3.471 -2.186
```

Properties
**Gap between HOMO and LUMO**: 8.5 eV
**Multiplicity**: 1
**Energy**: -437.59938 a.u.
**Net charge**: +1
**HOMO energy**: -12.227 eV

***

Entry 7:
Computed, not measured: a molecular structure, C3H4ErO3 in a non-equilibrium geometry, with the ωB97M-V functional and the def2-TZVPD basis.

Structure (XYZ):
```
11
C3H4ErO3 | the OMol25 dataset | the ωB97M-V functional and the def2-TZVPD basis
C -0.652 1.085 -0.063
O -0.359 -1.062 -1.255
C 0.649 -1.925 -0.714
C -0.239 0.273 -1.070
O 1.298 -1.373 0.198
O 0.936 -2.858 -1.458
H -0.177 2.071 -0.035
H 0.695 0.649 -1.502
H -1.755 0.633 -0.179
Er 0.089 0.413 2.557
H -0.485 2.094 3.522
```

Properties
**Gap between HOMO and LUMO (alpha / beta)**: 6.6 / 7.4 eV
**Multiplicity**: 5
**Energy**: -1357.24559 a.u.
**HOMO energy (alpha / beta)**: -7.692 / -9.221 eV
**Expectation value of S²**: 6.003

***

Entry 8:
Computed, not measured: a molecular structure, C3H4ErO4 in a non-equilibrium geometry, with the ωB97M-V functional and the def2-TZVPD basis.

Structure (XYZ):
```
12
C3H4ErO4 | the OMol25 dataset | the ωB97M-V functional and the def2-TZVPD basis
O -2.407 -1.057 0.019
C -2.397 0.275 -0.019
C -1.019 -1.515 0.081
O -3.301 0.966 0.388
O -1.196 0.741 -0.336
C -0.260 -0.373 -0.559
H -0.930 -2.457 -0.471
H -0.796 -1.705 1.141
H -0.278 -0.526 -1.652
O 4.170 0.709 0.543
H 4.521 1.205 1.281
Er 2.178 0.116 0.082
```

Properties
**Gap between HOMO and LUMO (alpha / beta)**: 5.9 / 6.1 eV
**Multiplicity**: 4
**Energy**: -1432.38775 a.u.
**Net charge**: +1
**HOMO energy (alpha / beta)**: -13.273 / -13.265 eV
**Expectation value of S²**: 3.752

***

Entry 9:
Computed, not measured: C3H4F2 in the gas phase in a non-equilibrium geometry, with the ωB97M-V functional and the def2-TZVPD basis.

Structure (XYZ):
```
9
C3H4F2 | the OMol25 dataset | the ωB97M-V functional and the def2-TZVPD basis
C -0.338 -0.218 0.776
C -0.454 -0.417 -0.640
C 0.648 0.332 -0.138
H 0.193 -0.981 1.431
H -1.156 0.201 -1.181
H -0.379 -1.453 -1.137
H 1.775 0.027 -0.230
F -1.031 0.834 1.391
F 0.741 1.674 -0.272
```

Properties
**Gap between HOMO and LUMO**: 11.5 eV
**Multiplicity**: 1
**Energy**: -316.35638 a.u.
**HOMO energy**: -10.544 eV
**SMILES**: F[C@@H]1C[C@@H]1F

***

Entry 10:
Computed, not measured: C3H4F2 in the gas phase in a non-equilibrium geometry, with the ωB97M-V functional and the def2-TZVPD basis.

Structure (XYZ):
```
9
C3H4F2 | the OMol25 dataset | the ωB97M-V functional and the def2-TZVPD basis
C 0.274 0.822 0.282
C -0.267 -0.060 -0.856
C 0.075 -0.664 0.398
F 0.905 -1.677 0.569
F -1.064 -1.079 1.319
H 1.312 1.212 0.478
H -0.396 1.491 0.735
H -1.337 0.178 -1.250
H 0.500 -0.223 -1.675
```

Properties
**Gap between HOMO and LUMO**: 12.0 eV
**Multiplicity**: 1
**Energy**: -316.36879 a.u.
**HOMO energy**: -11.006 eV
**SMILES**: FC1(F)CC1

***

Entry 11:
Computed, not measured: C3H4F2 in the gas phase in a non-equilibrium geometry, with the ωB97M-V functional and the def2-TZVPD basis.

Structure (XYZ):
```
9
C3H4F2 | the OMol25 dataset | the ωB97M-V functional and the def2-TZVPD basis
C -0.641 0.790 0.427
C -0.086 -0.618 0.279
C 0.749 -0.713 -0.754
H -0.652 1.338 -0.488
H -0.103 1.344 1.209
H 0.241 -1.437 0.902
H 1.537 -1.444 -0.692
F -1.870 0.511 0.962
F 0.826 0.229 -1.845
```

Properties
**Gap between HOMO and LUMO**: 11.3 eV
**Multiplicity**: 1
**Energy**: -316.36261 a.u.
**HOMO energy**: -10.301 eV
**SMILES**: F/C=C\CF

***

Entry 12:
Computed, not measured: 2 unconnected molecules or ions with the total composition C3H4F2IN in a non-equilibrium geometry, with the ωB97M-V functional and the def2-TZVPD basis.

Structure (XYZ):
```
11
C3H4F2IN | the OMol25 dataset | the ωB97M-V functional and the def2-TZVPD basis
C -0.919 -0.926 0.368
C -1.712 -0.172 -0.627
C 1.103 0.990 0.112
N -0.016 -1.419 0.902
F 1.307 1.368 1.397
F 1.481 2.043 -0.675
I 2.911 -0.654 -0.014
H -2.572 -0.882 -0.894
H -2.188 0.654 -0.116
H -1.165 0.172 -1.482
H 1.770 -1.174 1.029
```

Properties
**Gap between HOMO and LUMO**: 8.8 eV
**Multiplicity**: 1
**Energy**: -668.75044 a.u.
**HOMO energy**: -8.600 eV

***

Entry 13:
Computed, not measured: C3H4F2N2 in the gas phase in a non-equilibrium geometry, with the ωB97M-V functional and the def2-TZVPD basis.

Structure (XYZ):
```
11
C3H4F2N2 | the OMol25 dataset | the ωB97M-V functional and the def2-TZVPD basis
C 0.642 0.570 -0.695
C 1.223 0.799 0.482
C -0.988 -0.975 -0.225
N -0.805 0.306 -0.707
N -1.465 0.106 0.556
F -1.871 -1.533 -1.082
F -0.035 -1.829 -0.105
H 1.273 0.371 -1.659
H 2.334 0.948 0.641
H 0.800 0.666 1.485
H -1.108 0.571 1.308
```

Properties
**Gap between HOMO and LUMO**: 10.3 eV
**Multiplicity**: 1
**Energy**: -425.80246 a.u.
**HOMO energy**: -9.425 eV
**SMILES**: C=CN1NC1(F)F

***

Entry 14:
Computed, not measured: 2 unconnected molecules or ions with the total composition C3H4F2NPS in a non-equilibrium geometry, with the ωB97M-V functional and the def2-TZVPD basis.

Structure (XYZ):
```
12
C3H4F2NPS | the OMol25 dataset | the ωB97M-V functional and the def2-TZVPD basis
C -0.642 0.353 0.474
C 1.273 0.153 -0.797
C 1.715 -0.562 0.444
N -0.145 0.528 -0.642
F -3.457 -0.848 0.723
F -3.201 0.775 -0.880
P -3.149 0.733 0.649
S 0.326 -0.406 1.763
H 1.761 1.175 -1.038
H 1.235 -0.382 -1.693
H 1.744 -1.551 0.209
H 2.539 0.032 0.787
```

Properties
**Gap between HOMO and LUMO**: 8.3 eV
**Multiplicity**: 1
**Energy**: -1110.70252 a.u.
**HOMO energy**: -8.528 eV

***

Entry 15:
Computed, not measured: C3H4F2O2 in the gas phase in a non-equilibrium geometry, with the ωB97M-V functional and the def2-TZVPD basis.

Structure (XYZ):
```
11
C3H4F2O2 | the OMol25 dataset | the ωB97M-V functional and the def2-TZVPD basis
C 0.406 0.537 -0.085
C -1.817 -0.201 0.446
C 1.746 -0.145 -0.476
O 0.138 1.659 0.175
O -0.497 -0.424 -0.146
F 1.549 -1.491 -0.153
F 2.814 0.412 0.233
H -1.992 -1.012 1.049
H -2.517 -0.032 -0.476
H -1.877 0.822 1.016
H 2.047 -0.125 -1.582
```

Properties
**Gap between HOMO and LUMO**: 11.9 eV
**Multiplicity**: 1
**Energy**: -466.89167 a.u.
**HOMO energy**: -11.103 eV
**SMILES**: COC(=O)C(F)F

***

Entry 16:
Computed, not measured: C3H4F2S in the gas phase in a non-equilibrium geometry, with the ωB97M-V functional and the def2-TZVPD basis.

Structure (XYZ):
```
10
C3H4F2S | the OMol25 dataset | the ωB97M-V functional and the def2-TZVPD basis
C 0.750 0.046 0.602
C -0.576 -0.616 -0.110
C -1.428 0.314 -0.376
H 2.503 -0.705 -1.133
H 0.498 1.182 0.724
H 1.025 -0.511 1.541
H -0.923 -1.807 -0.094
F -2.800 -0.029 -0.532
F -1.197 1.670 -0.084
S 2.147 0.455 -0.538
```

Properties
**Gap between HOMO and LUMO**: 10.1 eV
**Multiplicity**: 1
**Energy**: -714.53135 a.u.
**HOMO energy**: -9.319 eV
**SMILES**: FC(F)=CCS

***

Entry 17:
Computed, not measured: a molecular structure, C3H4F3NO in a non-equilibrium geometry, with the ωB97M-V functional and the def2-TZVPD basis.

Structure (XYZ):
```
12
C3H4F3NO | the OMol25 dataset | the ωB97M-V functional and the def2-TZVPD basis
C -0.674 1.554 -0.761
C -0.324 0.476 -0.035
C -0.138 -1.242 -0.919
N 0.762 -0.088 1.980
O -0.363 0.562 1.303
F 1.109 -1.415 -1.267
F -0.415 -2.237 -0.075
F -1.024 -1.321 -1.956
H -0.675 2.414 -0.140
H -0.881 1.311 -1.781
H 1.230 -0.601 1.322
H 1.392 0.588 2.330
```

Properties
**Gap between HOMO and LUMO**: 10.5 eV
**Multiplicity**: 1
**Energy**: -546.16166 a.u.
**HOMO energy**: -9.690 eV

***

Entry 18:
Computed, not measured: 2 unconnected molecules or ions with the total composition C3H4FI in a non-equilibrium geometry, with the ωB97M-V functional and the def2-TZVPD basis.

Structure (XYZ):
```
9
C3H4FI | the OMol25 dataset | the ωB97M-V functional and the def2-TZVPD basis
C 1.646 -0.443 0.160
C 0.391 0.582 0.006
C 0.483 -0.874 -0.159
F -0.404 -1.784 -0.412
I -3.159 0.922 -0.236
H 2.660 -0.763 0.312
H -1.775 0.132 0.142
H 0.092 0.971 0.948
H 0.065 1.256 -0.760
```

Properties
**Gap between HOMO and LUMO**: 10.5 eV
**Multiplicity**: 1
**Energy**: -514.13017 a.u.
**HOMO energy**: -9.830 eV
**SMILES**: FC1=CC1.I

***

Entry 19:
Computed, not measured: C3H4FN3O in the gas phase in a non-equilibrium geometry, with the ωB97M-V functional and the def2-TZVPD basis.

Structure (XYZ):
```
12
C3H4FN3O | the OMol25 dataset | the ωB97M-V functional and the def2-TZVPD basis
C 0.229 0.625 -0.269
C -0.989 -1.146 0.285
C 0.157 -1.244 0.950
H 2.209 1.879 0.383
H 2.083 3.018 -0.775
H -1.455 0.095 -1.313
H 0.554 -1.957 1.696
N 1.976 2.021 -0.589
N 0.633 1.675 -0.843
N -1.037 0.040 -0.442
O 0.935 -0.128 0.631
F -2.029 -1.953 0.254
```

Properties
**Gap between HOMO and LUMO**: 8.6 eV
**Multiplicity**: 1
**Energy**: -456.02374 a.u.
**HOMO energy**: -7.772 eV
**SMILES**: N/N=c1/[nH]c(F)co1

***

Entry 20:
Computed, not measured: C3H4FNO in the gas phase in a non-equilibrium geometry, with the ωB97M-V functional and the def2-TZVPD basis.

Structure (XYZ):
```
10
C3H4FNO | the OMol25 dataset | the ωB97M-V functional and the def2-TZVPD basis
C -0.381 -0.837 0.028
C -0.311 0.516 -0.566
C 0.488 1.397 0.390
H 1.393 -0.941 0.613
H -1.100 -1.456 -0.535
H -0.706 -0.796 1.057
H 0.277 0.352 -1.486
N 1.025 2.071 1.197
O 0.833 -1.464 0.013
F -1.517 1.157 -0.712
```

Properties
**Gap between HOMO and LUMO**: 12.3 eV
**Multiplicity**: 1
**Energy**: -346.53176 a.u.
**HOMO energy**: -11.487 eV
**SMILES**: N#C[C@H](F)CO